The following is a DFT calculation (ωB97M-V/def2-TZVPD) of a molecular structure, C44H63Cl5GeN2O4Sc.

Summary:
* E_LUMO (alpha / beta): -0.013 / -0.025 Ha
* total charge: 0
* spin multiplicity: 2
* HOMO-LUMO gap (alpha / beta): 6.278 / 7.424 eV

Last column: Mulliken charge in e.
Atoms and positions in Å:
C1 0.829 2.133 -5.307  -1.3385
C2 4.972 2.854 0.201  -1.8337
H1 3.566 3.129 3.337  0.2827
Sc1 -0.484 -0.304 0.285  -1.4305
C3 -1.890 -3.554 -0.161  -1.4845
H2 0.780 -4.465 0.116  0.2099
H3 -2.663 2.075 3.351  0.3972
Cl1 -7.777 -0.489 1.132  -0.2058
H4 -2.612 -2.735 -0.150  0.0647
H5 5.504 3.807 0.209  0.4590
H6 -1.485 1.275 -4.460  0.4963
C4 -0.610 -3.143 -0.889  1.4872
H7 0.235 0.251 -6.016  0.8246
H8 -1.450 1.491 4.496  0.3124
H9 0.557 -3.268 3.686  0.4597
C5 -5.099 -0.495 1.489  -0.1215
C6 2.240 -0.421 -3.340  -1.0085
C7 0.728 2.207 -1.267  -1.3599
H10 0.244 -0.105 4.548  0.1082
C8 -1.367 4.253 -3.197  -1.8165
C9 -5.858 -0.337 -0.784  0.3849
C10 0.494 0.660 -5.037  0.1720
C11 -3.468 -0.248 -0.328  -1.5703
H11 -1.244 -0.465 -4.438  0.4217
C12 -0.589 2.486 2.761  2.4361
C13 3.373 -1.266 -3.230  0.5435
H12 -3.775 2.253 -1.724  0.3361
C14 -0.947 2.873 0.197  -0.2281
H13 -0.019 -2.440 -2.835  0.1428
C15 3.816 2.902 1.189  1.6533
H14 4.597 2.682 -0.808  0.2612
C16 3.960 -1.798 -4.372  -0.9364
O1 -0.025 -2.033 -0.207  1.9089
H15 4.077 0.478 -1.166  -0.5210
Cl2 -5.393 -0.672 3.175  -0.2059
C17 -1.700 2.302 3.809  -2.1574
H16 -0.605 0.514 -3.134  -0.6569
C18 -2.376 4.751 -0.397  -0.2969
C19 -0.929 -2.763 -2.325  -1.0943
C20 3.479 -1.526 -5.638  -1.3369
H17 -3.460 2.387 -3.458  0.3813
H18 0.393 4.271 3.505  0.3397
H19 1.815 2.232 -5.764  0.3624
C21 -2.417 5.185 0.910  -1.7151
H20 4.830 -2.433 -4.258  0.4053
C22 -1.679 3.608 -0.770  0.4389
C23 0.160 -2.435 3.103  -1.8416
Cl3 -2.438 -0.604 2.085  -0.1381
H21 0.810 2.730 -4.399  0.0793
H22 -1.878 4.698 2.904  0.3781
O2 -2.227 -0.120 -0.691  0.7672
H23 2.566 -2.511 1.850  0.1648
H24 1.974 -0.498 -6.729  0.4621
C24 2.373 -0.715 -5.745  -1.2440
H25 -1.930 5.179 -3.067  0.4261
H26 -1.347 -3.619 -2.861  0.5696
C25 -1.865 3.184 -2.221  2.7731
H27 -1.672 -3.841 0.871  0.2663
C26 -1.100 3.244 1.552  0.4740
O3 0.852 -0.417 1.944  0.1239
H28 -0.068 -2.795 2.100  0.2233
H29 1.907 3.935 1.284  0.1066
Ge1 2.438 0.118 0.615  0.8525
Cl4 -4.174 -0.255 -2.912  -0.1416
H30 4.933 -2.229 -2.227  0.8272
H31 1.489 3.082 2.776  -0.4225
C27 -3.800 -0.418 1.021  0.3056
H32 -0.162 -5.238 -1.172  0.4422
C28 -0.772 0.487 -4.208  -0.7403
O4 3.052 1.688 1.084  0.6840
H33 1.952 0.278 4.266  0.1486
H34 2.041 2.054 -2.900  0.7204
C29 1.187 -1.309 3.024  1.2402
H35 2.801 4.200 -0.217  0.2762
C30 4.801 -0.295 -1.417  -0.9445
H36 3.324 4.999 1.273  0.5292
N1 1.652 0.148 -2.167  1.8414
H37 5.454 0.127 -2.183  0.4768
C31 4.363 2.990 2.610  -1.5873
H38 -0.241 1.502 2.466  -1.0368
H39 5.053 3.832 2.690  0.3992
H40 0.817 2.798 4.381  0.5756
H41 0.094 2.558 -5.995  0.3955
C32 1.224 -0.530 4.329  -1.5942
C33 0.360 -4.324 -0.883  -1.7007
H42 2.253 -2.028 -0.893  -0.4957
C34 1.515 1.455 -2.155  -0.9641
Cl5 -7.145 -0.310 -1.923  -0.1922
H43 -0.311 4.490 -3.055  0.2837
H44 3.341 -3.393 -1.113  0.6893
C35 2.902 4.080 0.863  -1.1575
H45 5.404 -0.511 -0.531  0.3569
H46 -2.912 5.305 -1.157  0.3209
H47 -1.652 -1.950 -2.349  -0.2486
H48 -2.356 -4.404 -0.663  0.4886
C36 3.302 -2.324 -0.900  -1.3034
H49 -1.508 3.925 -4.227  0.3732
H50 0.774 3.277 -1.444  0.2270
C37 -4.545 -0.268 -1.233  0.5247
H51 3.715 -2.186 0.104  0.2483
H52 -2.947 6.088 1.182  0.4057
H53 3.341 -1.149 2.705  0.3930
H54 -1.823 3.203 4.413  0.5746
C38 1.724 -0.160 -4.637  0.8124
C39 -6.149 -0.431 0.580  0.4387
C40 4.120 -1.559 -1.941  0.7638
H55 -3.930 3.814 -2.536  0.3497
H56 1.505 -1.189 5.154  0.4930
C41 2.568 -1.925 2.772  -1.8454
H57 -0.760 -2.104 3.586  0.3067
C42 -3.346 2.893 -2.497  -1.6284
H58 2.847 -2.580 3.598  0.5455
H59 -1.326 2.256 -2.396  -1.3140
C43 -1.806 4.405 1.866  -0.5977
H60 4.902 2.074 2.856  0.3427
N2 -0.080 1.799 -0.261  1.7161
H61 1.174 -4.166 -1.584  0.3252
H62 3.954 -1.939 -6.517  0.3731
C44 0.602 3.204 3.393  -1.0801
H63 5.676 2.060 0.457  0.3655

Cartesian forces (eV/Å) of the 6 atoms listed first:
C 0.0007 0.0329 0.0064
C -0.0211 -0.0637 -0.0266
H -0.0609 -0.0093 0.0403
Sc -0.2215 0.3180 0.0610
C -0.0333 0.0424 0.0424
H -0.0199 -0.0182 -0.0058

***

The following is a DFT calculation (ωB97M-V/def2-TZVPD) of a molecular structure, C44H64OP3PbS5Si.

Summary:
* E_LUMO: -0.117 Ha
* total charge: +1
* HOMO-LUMO gap: 7.009 eV

Last column: Mulliken charge in e.
Atoms and positions in Å:
H1 1.925 1.095 -5.016  0.4658
C1 -1.208 2.735 2.254  0.0970
C2 -1.270 2.179 3.513  -1.0459
S1 -1.693 -2.017 -4.551  -0.1065
H2 -3.995 3.274 -1.018  0.5773
H3 3.881 -4.693 2.406  0.3979
H4 -1.376 -1.607 2.508  -0.9579
C3 3.005 -1.744 -4.888  -1.5037
C4 3.673 -1.262 -3.627  0.6183
O1 -2.154 -0.430 -0.768  0.1523
C5 -4.427 -0.713 0.536  -0.1080
H5 5.322 2.645 1.302  0.5596
C6 -5.683 -1.244 0.748  -0.8143
H6 -1.641 5.959 -0.117  0.3564
H7 2.887 3.138 -2.913  0.2107
C7 3.795 -2.368 -2.609  -1.5962
C8 -5.896 0.144 2.725  0.9167
H8 2.681 5.392 -0.390  0.6920
H9 -4.194 1.334 3.206  0.5141
C9 0.294 0.996 1.544  1.1849
P1 -0.450 -2.992 0.954  1.0557
H10 2.132 3.596 -4.483  0.5563
C10 -2.771 -3.249 2.531  -1.5578
C11 2.667 1.463 -4.304  0.6080
C12 -0.665 -3.037 3.867  -1.6531
H11 5.205 -2.686 1.689  0.5075
C13 -6.673 0.586 3.936  -1.6362
H12 0.771 -0.466 3.109  0.4566
H13 -5.304 -1.231 -2.244  0.4405
H14 -1.784 3.618 2.033  -0.0583
C14 0.239 0.457 2.842  -0.1585
H15 -1.179 -2.546 4.697  0.4537
C15 3.415 -3.784 2.026  -1.0791
C16 -4.299 -0.806 -2.179  -0.6703
H16 1.978 -2.069 -4.734  0.1479
H17 -3.283 2.521 0.423  0.0038
H18 -1.611 -5.778 2.240  0.3085
H19 -0.559 0.667 4.827  0.4737
H20 -3.430 -2.742 3.219  0.4228
C17 3.510 0.811 -1.542  0.1260
C18 0.520 -5.193 -0.410  -1.3778
H21 2.856 -2.642 -2.180  0.2199
H22 3.003 -1.005 -5.666  0.3308
H23 -2.844 1.888 -1.182  -0.4312
H24 0.703 -4.489 -1.197  0.0893
P2 -0.249 3.093 -0.325  1.3714
S2 -0.501 -2.788 -2.985  -0.2714
H25 6.437 2.342 -0.852  0.4366
H26 4.501 0.805 -5.387  0.4009
C19 2.200 4.485 -0.244  -1.8557
H27 -6.036 0.579 4.818  0.3738
H28 0.279 5.372 -0.533  0.6256
H29 1.208 5.985 1.739  0.5353
H30 -0.416 5.394 1.784  0.3119
C20 4.129 -2.679 1.610  -1.2199
C21 2.218 2.802 -3.717  -1.1760
H31 5.315 1.185 -2.659  0.5069
C22 -6.447 -0.773 1.832  -1.1359
H32 2.766 4.039 0.554  0.4797
C23 2.873 1.018 -0.305  0.8485
C24 3.452 -1.572 1.108  -0.5292
H33 -3.301 5.490 -0.559  0.4816
H34 1.486 -5.267 0.123  0.2936
C25 4.809 2.188 0.497  -0.7324
H35 -1.861 2.681 4.261  0.5523
H36 0.378 -2.758 3.914  0.3695
C26 -3.909 0.264 1.374  0.2329
C27 -0.426 2.164 1.255  -0.8878
H37 3.106 1.762 1.726  0.1708
C28 2.055 -1.563 0.974  1.2106
H38 0.319 -6.147 -0.812  0.5587
H39 -6.054 -2.007 0.067  0.4841
H40 -3.680 -1.032 -3.033  0.1489
H41 4.062 -0.736 0.831  0.4765
H42 -0.729 -6.840 1.173  0.4773
C29 0.725 4.598 0.124  0.5853
H43 1.228 2.736 -3.268  -0.0147
C30 3.995 1.696 -5.057  -1.7274
C31 5.451 1.937 -0.694  -1.2637
H44 -7.521 -0.060 4.157  0.3963
H45 -4.391 0.282 -2.063  0.2384
C32 -1.933 3.812 -0.704  0.7139
C33 0.614 5.113 1.567  -1.7402
H46 1.465 -4.629 2.295  0.4956
H47 -3.181 -3.180 1.534  0.4237
S3 -1.117 0.963 -3.625  -0.1842
C34 2.024 -3.796 1.927  -0.8808
H48 -2.903 0.652 1.218  0.2956
H49 3.797 2.279 -5.966  0.4474
H50 3.550 -2.600 -5.273  0.5561
H51 0.118 -5.890 2.369  0.2420
C35 -0.698 -5.879 1.673  -1.4363
H52 0.944 4.357 2.277  0.2810
C36 -0.548 1.040 3.814  -0.9057
C37 -0.567 -4.789 0.572  0.4166
Si1 1.370 0.065 0.365  -1.7030
H53 -2.767 -4.340 2.779  0.2404
S4 -0.719 -0.336 -5.157  -0.0496
C38 -3.069 2.820 -0.630  -0.7795
C39 1.328 -2.709 1.334  0.2178
C40 -1.349 -2.693 2.544  1.8365
H54 -7.442 -1.103 1.995  0.4731
H55 4.188 -3.254 -3.125  0.6005
C41 -4.629 0.671 2.488  -0.7626
H56 4.721 2.204 -4.432  0.3623
S5 -3.353 -1.349 -0.751  0.5250
P3 2.662 0.112 -2.962  0.9811
H57 -0.649 -4.137 3.982  0.3112
H58 -1.794 4.054 -1.784  0.5108
Pb1 0.007 -0.477 -1.827  0.1470
H59 -1.494 -4.857 0.028  0.5771
H60 4.538 -2.133 -1.838  0.2640
C42 4.822 1.273 -1.715  -0.7440
H61 4.661 -0.870 -3.839  0.6309
H62 -7.041 1.589 3.787  0.3329
H63 2.357 3.832 -1.125  0.0813
C43 3.544 1.672 0.707  -0.3473
H64 -2.617 4.988 1.010  0.2852
C44 -2.383 5.146 -0.057  -1.6581

Cartesian forces (eV/Å) of the 6 atoms listed first:
H -0.0742 0.0201 0.0545
C -0.0900 -0.3918 -0.1078
C -0.1939 0.2166 0.1316
S 0.3125 -0.2973 0.1977
H 0.3229 -0.2004 -0.0082
H 0.1969 0.4026 0.0180

***

Relative energy (zero: lowest compared OMol25 entry of this formula, charge and spin), record by record: 78.4; 0.6 kcal per mole
Strongest force on any atom, record by record: 1.1; 2.4 eV/Å